No. 1
{"formula": "C4H8N2O", "method": "ωB97M-V/def2-TZVPD", "homo_energy_ev": -8.7, "orbital_gap_ev": 9.69, "smiles": "C=C1[C@@H](C)NN1O", "multiplicity": 1, "de_lowest_kcal_mol": 120.1, "charge": 0, "symbols": ["O", "N", "N", "C", "C", "C", "C", "H", "H", "H", "H", "H", "H", "H", "H"], "coordinates": [[1.8656, -0.3897, 1.6648], [-0.6121, 0.3408, 1.3074], [0.6814, -0.6272, 0.9661], [-0.7467, 0.4747, -0.1546], [0.7129, 0.1732, -0.2116], [1.7156, 0.7731, -0.8154], [-1.6824, -0.5338, -0.8186], [-1.4296, -1.5542, -0.5197], [-1.5747, -0.4519, -1.9020], [-1.0098, 1.4836, -0.4621], [1.4471, 1.4757, -1.5922], [2.0901, -1.2318, 2.0907], [2.7493, 0.5867, -0.5567], [-1.4656, -0.1694, 1.5814], [-2.7412, -0.3500, -0.5773]], "forces_ev_per_a": [[-0.45, 0.00, 0.46], [0.50, -0.69, 0.15], [-1.19, 0.73, -0.04], [0.00, 0.16, -0.38], [-0.15, 0.03, -0.33], [0.09, -0.15, -0.24], [0.02, 0.00, -0.06], [0.00, 0.08, -0.03], [-0.06, -0.08, 0.01], [0.06, 0.15, 0.01], [0.28, -0.01, -0.11], [-0.35, 0.20, -0.07], [-0.10, 0.09, -0.04], [1.00, -0.59, 0.63], [0.35, 0.07, 0.04]]}


No. 2
{"formula": "C4H12NO2", "method": "ωB97M-V/def2-TZVPD", "homo_energy_ev": -13.5, "orbital_gap_ev": 8.33, "multiplicity": 1, "de_lowest_kcal_mol": 93.8, "charge": 1, "symbols": ["O", "O", "N", "C", "C", "C", "C", "H", "H", "H", "H", "H", "H", "H", "H", "H", "H", "H", "H"], "coordinates": [[-2.1378, 2.3702, -2.0682], [-0.0069, -2.0333, -2.5108], [-0.4426, -0.1891, 0.4610], [0.6449, -0.0380, 1.5049], [0.5658, 1.1519, 2.3214], [1.5578, -1.1793, 1.9324], [-0.3917, 0.4319, -0.7546], [0.5989, -2.5736, -2.0395], [-0.9044, -0.0295, -1.6051], [1.0597, -2.1233, 2.2052], [-0.1505, 1.9357, 2.1931], [2.1034, -1.4977, 1.0017], [-0.0730, 1.4645, -0.8678], [0.8935, 0.8843, 3.3299], [0.3273, -1.9264, -3.4155], [-2.0338, 2.6409, -3.0152], [-2.9761, 2.7791, -1.9115], [2.2255, -0.9141, 2.8927], [-0.8600, -1.1543, 0.3459]], "forces_ev_per_a": [[0.73, 0.16, -1.73], [-0.88, 1.14, -0.69], [2.67, -0.39, -4.39], [-2.06, 4.51, 3.99], [-0.31, -5.55, -1.89], [0.56, -0.47, -0.09], [-1.61, -1.18, 3.11], [0.96, -0.88, 0.32], [-0.01, 0.07, 0.53], [-0.43, 0.47, 0.04], [-0.16, 0.31, -0.33], [0.36, 0.47, 1.14], [0.76, -0.29, 0.26], [0.85, 1.08, -0.39], [-0.03, -0.24, 0.42], [0.35, -0.53, 1.02], [-1.00, 0.30, 0.76], [-1.38, -0.25, -2.70], [0.63, 1.28, 0.61]]}


no.,M (g mol⁻¹)
1,100.12
2,106.14